Entry 1:
This record from the OMol25 dataset describes a 10-piece molecular cluster, C50H115N5O10 overall in a non-equilibrium geometry. The level of theory is wB97M-V/def2-TZVPD.

As for the SMILES: CC1(C)CCCC(C)(C)N1O.CC1(C)CCCC(C)(C)N1O.CC1(C)CCCC(C)(C)N1O.CC1(C)CCCC(C)(C)N1O.CC1(C)CCCC(C)(C)N1O.CO.CO.CO.CO.CO. The relative energy (zero: lowest compared OMol25 entry of this formula, charge and spin) is 91.4 kcal per mole. The HOMO-LUMO gap comes out at 8.3 eV.

Bonds (Å) are listed after each position.
Atoms and positions in Å:
1 C 6.93063 -2.71895 2.99996  C2 1.536, H12 1.090, H13 1.090, H14 1.090
2 C 6.12185 -3.55161 1.99338  C1 1.536, C3 1.519, C4 1.592, N10 1.454
3 C 6.64197 -4.97896 1.99194  C2 1.519, H15 1.090, H16 1.090, H17 1.090
4 C 4.58131 -3.62698 2.38943  C2 1.592, C5 1.571, H18 1.090, H19 1.090
5 C 3.85049 -2.24014 2.28489  C4 1.571, C6 1.538, H20 1.090, H21 1.090
6 C 4.01344 -1.75583 0.83470  C5 1.538, C7 1.554, H22 1.090, H23 1.090
7 C 5.47377 -1.71545 0.30384  C6 1.554, C8 1.551, C9 1.527, N10 1.448
8 C 5.32581 -1.55692 -1.23233  C7 1.551, H24 1.090, H25 1.090, H26 1.090
9 C 6.16525 -0.45701 0.82410  C7 1.527, H27 1.090, H28 1.090, H29 1.090
10 N 6.13853 -2.94869 0.67016  C2 1.454, C7 1.448, O11 1.449
11 O 7.40789 -3.09353 -0.01451  N10 1.449, H30 0.960
12 H 7.16059 -3.25415 3.92126  C1 1.090
13 H 7.89536 -2.47054 2.55758  C1 1.090
14 H 6.37050 -1.82018 3.25799  C1 1.090
15 H 6.20152 -5.49173 1.13686  C3 1.090
16 H 7.69112 -5.13171 1.73889  C3 1.090
17 H 6.44505 -5.55257 2.89764  C3 1.090
18 H 4.10375 -4.18546 1.58436  C4 1.090
19 H 4.35458 -3.92567 3.41288  C4 1.090
20 H 2.77005 -2.32934 2.39802  C5 1.090
21 H 4.32507 -1.58682 3.01704  C5 1.090
22 H 3.59235 -0.75374 0.75332  C6 1.090
23 H 3.24318 -2.17041 0.18437  C6 1.090
24 H 4.67622 -0.76347 -1.60189  C8 1.090
25 H 4.92200 -2.50230 -1.59465  C8 1.090
26 H 6.29969 -1.45316 -1.71075  C8 1.090
27 H 7.24470 -0.45045 0.67300  C9 1.090
28 H 5.99568 -0.18566 1.86608  C9 1.090
29 H 5.89018 0.38881 0.19401  C9 1.090
30 H 7.23076 -3.71462 -0.72477  O11 0.960
31 C -5.87798 -3.93276 3.12701  C32 1.578, H42 1.090, H43 1.090, H44 1.090
32 C -4.73305 -4.02571 2.04557  C31 1.578, C33 1.535, C34 1.575, N40 1.510
33 C -4.81708 -2.89258 1.01310  C32 1.535, H45 1.090, H46 1.090, H47 1.090
34 C -3.35417 -3.88501 2.79371  C32 1.575, C35 1.529, H48 1.090, H49 1.090
35 C -2.07050 -4.17605 2.01553  C34 1.529, C36 1.583, H50 1.090, H51 1.090
36 C -2.28643 -5.58913 1.33651  C35 1.583, C37 1.524, H52 1.090, H53 1.090
37 C -3.61846 -5.87976 0.65600  C36 1.524, C38 1.513, C39 1.539, N40 1.502
38 C -3.48677 -5.31692 -0.74206  C37 1.513, H54 1.090, H55 1.090, H56 1.090
39 C -3.68675 -7.41539 0.57270  C37 1.539, H57 1.090, H58 1.090, H59 1.090
40 N -4.81558 -5.40028 1.42652  C32 1.510, C37 1.502, O41 1.320
41 O -5.98615 -5.63699 0.86369  N40 1.320, H60 0.960
42 H -5.71154 -3.03957 3.72918  C31 1.090
43 H -6.81616 -3.87228 2.57542  C31 1.090
44 H -6.01265 -4.86641 3.67316  C31 1.090
45 H -4.60515 -1.95612 1.52908  C33 1.090
46 H -4.00651 -3.11047 0.31768  C33 1.090
47 H -5.75813 -2.90102 0.46313  C33 1.090
48 H -3.39247 -2.84896 3.13021  C34 1.090
49 H -3.41329 -4.39775 3.75377  C34 1.090
50 H -1.86783 -3.44346 1.23429  C35 1.090
51 H -1.18193 -4.19396 2.64657  C35 1.090
52 H -2.02992 -6.33141 2.09237  C36 1.090
53 H -1.39478 -5.74746 0.72989  C36 1.090
54 H -3.28043 -6.12762 -1.44084  C38 1.090
55 H -2.75963 -4.51632 -0.87775  C38 1.090
56 H -4.39133 -4.84575 -1.12659  C38 1.090
57 H -2.84684 -7.90522 0.08006  C39 1.090
58 H -4.62486 -7.76185 0.13906  C39 1.090
59 H -3.78722 -7.81639 1.58127  C39 1.090
60 H -6.39959 -6.37938 1.31037  O41 0.960
61 C -4.51862 1.32003 -1.19642  C62 1.528, H72 1.090, H73 1.090, H74 1.090
62 C -4.87105 1.87898 0.18178  C61 1.528, C63 1.540, C64 1.523, N70 1.481
63 C -5.71995 3.16288 0.11779  C62 1.540, H75 1.090, H76 1.090, H77 1.090
64 C -5.80513 0.87992 0.85164  C62 1.523, C65 1.562, H78 1.090, H79 1.090
65 C -6.08186 1.04290 2.38072  C64 1.562, C66 1.528, H80 1.090, H81 1.090
66 C -4.72775 1.04257 3.08817  C65 1.528, C67 1.567, H82 1.090, H83 1.090
67 C -3.76155 2.12253 2.49213  C66 1.567, C68 1.533, C69 1.515, N70 1.473
68 C -4.18339 3.54853 2.86366  C67 1.533, H84 1.090, H85 1.090, H86 1.090
69 C -2.41731 1.78815 3.10547  C67 1.515, H87 1.090, H88 1.090, H89 1.090
70 N -3.66213 2.02153 1.02582  C62 1.481, C67 1.473, O71 1.390
71 O -2.56509 2.56508 0.36800  N70 1.390, H90 0.960
72 H -5.44052 1.10294 -1.73593  C61 1.090
73 H -4.02216 1.99244 -1.89605  C61 1.090
74 H -3.92260 0.41208 -1.10427  C61 1.090
75 H -5.17412 3.97322 -0.36543  C63 1.090
76 H -6.60992 3.00539 -0.49151  C63 1.090
77 H -6.09427 3.61180 1.03783  C63 1.090
78 H -6.78869 0.80198 0.38835  C64 1.090
79 H -5.38904 -0.12293 0.75546  C64 1.090
80 H -6.59347 2.00071 2.47544  C65 1.090
81 H -6.78384 0.32208 2.79995  C65 1.090
82 H -4.29816 0.04336 3.15975  C66 1.090
83 H -4.88345 1.40422 4.10457  C66 1.090
84 H -3.63866 3.92163 3.73094  C68 1.090
85 H -5.17213 3.45745 3.31332  C68 1.090
86 H -4.18219 4.35139 2.12642  C68 1.090
87 H -2.60671 1.76154 4.17855  C69 1.090
88 H -1.62125 2.50894 2.91874  C69 1.090
89 H -2.01504 0.78579 2.95872  C69 1.090
90 H -2.81653 3.49001 0.31425  O71 0.960
91 C 1.65136 -0.05775 -4.49718  C92 1.597, H102 1.090, H103 1.090, H104 1.090
92 C 0.12259 -0.51862 -4.51159  C91 1.597, C93 1.526, C94 1.578, N100 1.563
93 C -0.83575 0.63331 -4.22386  C92 1.526, H105 1.090, H106 1.090, H107 1.090
94 C -0.18272 -1.07465 -5.95617  C92 1.578, C95 1.559, H108 1.090, H109 1.090
95 C -1.52664 -1.86462 -5.96362  C94 1.559, C96 1.584, H110 1.090, H111 1.090
96 C -1.56440 -3.04106 -4.90358  C95 1.584, C97 1.539, H112 1.090, H113 1.090
97 C -1.20841 -2.58513 -3.47789  C96 1.539, C98 1.517, C99 1.556, N100 1.462
98 C -2.42666 -2.07761 -2.72955  C97 1.517, H114 1.090, H115 1.090, H116 1.090
99 C -0.77901 -3.86848 -2.70955  C97 1.556, H117 1.090, H118 1.090, H119 1.090
100 N -0.08910 -1.64470 -3.44812  C92 1.563, C97 1.462, O101 1.364
101 O 0.32446 -1.37681 -2.17608  N100 1.364, H120 0.960
102 H 2.01691 0.11737 -3.48535  C91 1.090
103 H 2.33058 -0.79790 -4.92021  C91 1.090
104 H 1.76820 0.80178 -5.15724  C91 1.090
105 H -0.48299 1.43186 -4.87654  C93 1.090
106 H -1.89725 0.42883 -4.36347  C93 1.090
107 H -0.66550 1.01861 -3.21854  C93 1.090
108 H -0.35967 -0.26880 -6.66850  C94 1.090
109 H 0.50739 -1.81776 -6.35573  C94 1.090
110 H -2.43409 -1.31551 -5.71237  C95 1.090
111 H -1.75718 -2.33337 -6.92029  C95 1.090
112 H -0.89814 -3.79592 -5.32119  C96 1.090
113 H -2.52330 -3.55393 -4.82900  C96 1.090
114 H -2.72179 -1.13675 -3.19406  C98 1.090
115 H -2.23347 -1.77931 -1.69911  C98 1.090
116 H -3.19316 -2.84467 -2.61906  C98 1.090
117 H -0.56442 -3.80502 -1.64277  C99 1.090
118 H 0.14721 -4.33071 -3.05097  C99 1.090
119 H -1.46131 -4.70825 -2.84123  C99 1.090
120 H -0.49340 -1.01333 -1.82883  O101 0.960
121 C 2.08056 7.43033 0.74989  C122 1.549, H132 1.090, H133 1.090, H134 1.090
122 C 3.21030 6.39245 0.96364  C121 1.549, C123 1.543, C124 1.584, N130 1.523
123 C 4.42615 6.96064 1.72591  C122 1.543, H135 1.090, H136 1.090, H137 1.090
124 C 2.55808 5.20971 1.79094  C122 1.584, C125 1.542, H138 1.090, H139 1.090
125 C 3.30350 3.86015 1.76764  C124 1.542, C126 1.557, H140 1.090, H141 1.090
126 C 3.46785 3.38261 0.29476  C125 1.557, C127 1.562, H142 1.090, H143 1.090
127 C 4.22470 4.43069 -0.58271  C126 1.562, C128 1.556, C129 1.516, N130 1.502
128 C 5.74054 4.48095 -0.23326  C127 1.556, H144 1.090, H145 1.090, H146 1.090
129 C 4.07565 3.90525 -1.99646  C127 1.516, H147 1.090, H148 1.090, H149 1.090
130 N 3.54418 5.75393 -0.37816  C122 1.523, C127 1.502, O131 1.399
131 O 3.86245 6.68972 -1.36779  N130 1.399, H150 0.960
132 H 1.86360 7.85114 1.73172  C121 1.090
133 H 2.47785 8.22398 0.11716  C121 1.090
134 H 1.05771 7.12526 0.52899  C121 1.090
135 H 5.14179 7.44107 1.05871  C123 1.090
136 H 4.16992 7.71069 2.47415  C123 1.090
137 H 4.90574 6.16576 2.29710  C123 1.090
138 H 2.49470 5.47189 2.84703  C124 1.090
139 H 1.50271 5.00421 1.61193  C124 1.090
140 H 4.27808 3.93263 2.25038  C125 1.090
141 H 2.74599 3.17360 2.40477  C125 1.090
142 H 2.47420 3.29694 -0.14505  C126 1.090
143 H 3.95904 2.41020 0.25918  C126 1.090
144 H 6.14608 5.39079 -0.67577  C128 1.090
145 H 6.27281 3.63585 -0.66981  C128 1.090
146 H 6.01465 4.58758 0.81631  C128 1.090
147 H 4.65874 4.48081 -2.71538  C129 1.090
148 H 3.04430 3.88850 -2.34879  C129 1.090
149 H 4.34219 2.85891 -2.14555  C129 1.090
150 H 4.81638 6.76290 -1.28866  O131 0.960
151 C 0.84154 1.88147 6.19021  O152 1.415, H153 1.090, H154 1.090, H155 1.090
152 O 1.67954 2.99604 6.42983  C151 1.415, H156 0.960
153 H 1.39539 1.03867 5.77667  C151 1.090
154 H 0.38737 1.61354 7.14418  C151 1.090
155 H 0.12125 2.13872 5.41362  C151 1.090
156 H 1.19044 3.80254 6.60853  O152 0.960
157 C -0.20034 0.52846 0.28386  O158 1.425, H159 1.090, H160 1.090, H161 1.090
158 O -1.49470 0.16426 -0.18649  C157 1.425, H162 0.960
159 H 0.34838 1.27969 -0.28419  C157 1.090
160 H -0.11014 0.80732 1.33373  C157 1.090
161 H 0.62085 -0.18766 0.25368  C157 1.090
162 H -2.09067 0.72227 0.31853  O158 0.960
163 C -3.80621 4.82634 -3.01729  O164 1.405, H165 1.090, H166 1.090, H167 1.090
164 O -4.82113 5.13570 -3.93894  C163 1.405, H168 0.960
165 H -3.44221 3.80046 -3.07367  C163 1.090
166 H -2.86328 5.36147 -3.12963  C163 1.090
167 H -4.08201 4.99444 -1.97624  C163 1.090
168 H -5.06853 6.05942 -3.85442  O164 0.960
169 C 2.82773 -3.83407 -3.55112  O170 1.370, H171 1.090, H172 1.090, H173 1.090
170 O 2.17737 -3.36027 -4.65990  C169 1.370, H174 0.960
171 H 3.91288 -3.79246 -3.45720  C169 1.090
172 H 2.47493 -3.28806 -2.67619  C169 1.090
173 H 2.42723 -4.81569 -3.29793  C169 1.090
174 H 1.43939 -2.85821 -4.30646  O170 0.960
175 C -0.11120 4.12693 -1.29053  O176 1.410, H177 1.090, H178 1.090, H179 1.090
176 O 0.60464 5.28983 -1.64183  C175 1.410, H180 0.960
177 H -1.14620 4.45652 -1.19977  C175 1.090
178 H -0.04932 3.41240 -2.11133  C175 1.090
179 H 0.29890 3.64875 -0.40099  C175 1.090
180 H 1.42380 5.33305 -1.14312  O176 0.960



Entry 2:
This record from the OMol25 dataset describes a 12-piece molecular cluster, H24O12 overall in a non-equilibrium geometry. The level of theory is wB97M-V/def2-TZVPD.

The expectation value of S² is 0.76. The charge is +1. The relative energy (zero: lowest compared OMol25 entry of this formula, charge and spin) is 40.0 kcal per mole. The spin multiplicity is 2. The HOMO-LUMO gap (alpha / beta) comes out at 11.0 / 2.7 eV.

Bonds (Å) are listed after each position.
Atoms and positions in Å:
1 O -3.30659 1.36250 1.30382  H2 0.957, H3 0.957
2 H -3.28501 0.50807 1.73477  O1 0.957
3 H -2.57940 1.84688 1.69472  O1 0.957
4 O -0.12730 1.12336 2.81208  H5 0.957, H6 0.957
5 H 0.03470 0.47882 2.12320  O4 0.957
6 H -1.00042 0.90908 3.14070  O4 0.957
7 O -0.94471 3.36134 -0.87874  H8 0.957, H9 0.957
8 H -1.50751 2.71862 -1.31047  O7 0.957
9 H -0.99163 4.13611 -1.43890  O7 0.957
10 O -0.13260 -0.01419 0.19259  H11 0.957, H12 0.957
11 H 0.71846 0.31665 -0.09460  O10 0.957
12 H -0.76850 0.57516 -0.21304  O10 0.957
13 O -2.60263 1.02521 -1.44875  H14 0.957, H15 0.957
14 H -3.26301 0.51513 -0.97975  O13 0.957
15 H -2.24753 0.41851 -2.09840  O13 0.957
16 O -1.36147 -0.74906 -2.82547  H17 0.957, H18 0.957
17 H -1.02889 -1.58824 -2.50701  O16 0.957
18 H -0.97064 -0.64989 -3.69360  O16 0.957
19 O -1.36082 -2.58065 -0.00864  H20 0.957, H21 0.957
20 H -0.67132 -3.23415 0.10868  O19 0.957
21 H -0.89212 -1.77092 -0.21086  O19 0.957
22 O 2.09035 -1.74671 2.29825  H23 0.957, H24 0.957
23 H 1.13452 -1.69863 2.28088  O22 0.957
24 H 2.36557 -0.91423 2.68226  O22 0.957
25 O -0.58095 -2.08501 2.66456  H26 0.957, H27 0.957
26 H -0.68284 -3.01738 2.85574  O25 0.957
27 H -1.07971 -1.94933 1.85892  O25 0.957
28 O 2.57776 1.21525 0.20743  H29 0.957, H30 0.957
29 H 3.41554 1.61719 -0.02235  O28 0.957
30 H 2.49632 1.35299 1.15116  O28 0.957
31 O 1.84058 -1.57534 -1.88274  H32 0.957, H33 0.957
32 H 1.89168 -2.52862 -1.81280  O31 0.957
33 H 2.41390 -1.25263 -1.18747  O31 0.957
34 O 3.72608 1.08003 -2.36947  H35 0.957, H36 0.957
35 H 3.42067 1.96840 -2.55318  O34 0.957
36 H 3.25943 0.82564 -1.57338  O34 0.957



> Which of these has the highest relative energy (zero: lowest compared OMol25 entry of this formula, charge and spin)?

C50H115N5O10



Repeat the second record exactly.
This record from the OMol25 dataset describes a 12-piece molecular cluster, H24O12 overall in a non-equilibrium geometry. The level of theory is wB97M-V/def2-TZVPD.

The expectation value of S² is 0.76. The charge is +1. The relative energy (zero: lowest compared OMol25 entry of this formula, charge and spin) is 40.0 kcal per mole. The spin multiplicity is 2. The HOMO-LUMO gap (alpha / beta) comes out at 11.0 / 2.7 eV.

Bonds (Å) are listed after each position.
Atoms and positions in Å:
1 O -3.30659 1.36250 1.30382  H2 0.957, H3 0.957
2 H -3.28501 0.50807 1.73477  O1 0.957
3 H -2.57940 1.84688 1.69472  O1 0.957
4 O -0.12730 1.12336 2.81208  H5 0.957, H6 0.957
5 H 0.03470 0.47882 2.12320  O4 0.957
6 H -1.00042 0.90908 3.14070  O4 0.957
7 O -0.94471 3.36134 -0.87874  H8 0.957, H9 0.957
8 H -1.50751 2.71862 -1.31047  O7 0.957
9 H -0.99163 4.13611 -1.43890  O7 0.957
10 O -0.13260 -0.01419 0.19259  H11 0.957, H12 0.957
11 H 0.71846 0.31665 -0.09460  O10 0.957
12 H -0.76850 0.57516 -0.21304  O10 0.957
13 O -2.60263 1.02521 -1.44875  H14 0.957, H15 0.957
14 H -3.26301 0.51513 -0.97975  O13 0.957
15 H -2.24753 0.41851 -2.09840  O13 0.957
16 O -1.36147 -0.74906 -2.82547  H17 0.957, H18 0.957
17 H -1.02889 -1.58824 -2.50701  O16 0.957
18 H -0.97064 -0.64989 -3.69360  O16 0.957
19 O -1.36082 -2.58065 -0.00864  H20 0.957, H21 0.957
20 H -0.67132 -3.23415 0.10868  O19 0.957
21 H -0.89212 -1.77092 -0.21086  O19 0.957
22 O 2.09035 -1.74671 2.29825  H23 0.957, H24 0.957
23 H 1.13452 -1.69863 2.28088  O22 0.957
24 H 2.36557 -0.91423 2.68226  O22 0.957
25 O -0.58095 -2.08501 2.66456  H26 0.957, H27 0.957
26 H -0.68284 -3.01738 2.85574  O25 0.957
27 H -1.07971 -1.94933 1.85892  O25 0.957
28 O 2.57776 1.21525 0.20743  H29 0.957, H30 0.957
29 H 3.41554 1.61719 -0.02235  O28 0.957
30 H 2.49632 1.35299 1.15116  O28 0.957
31 O 1.84058 -1.57534 -1.88274  H32 0.957, H33 0.957
32 H 1.89168 -2.52862 -1.81280  O31 0.957
33 H 2.41390 -1.25263 -1.18747  O31 0.957
34 O 3.72608 1.08003 -2.36947  H35 0.957, H36 0.957
35 H 3.42067 1.96840 -2.55318  O34 0.957
36 H 3.25943 0.82564 -1.57338  O34 0.957



> Which value of relative energy (zero: lowest compared OMol25 entry of this formula, charge and spin) does entry 2 give?

40.0 kcal per mole



> What is the formula in the second record?

H24O12